Entry w
C6H7P | wB97M-V/def2-TZVPD

Properties
* E_LUMO (alpha / beta): -0.430 / -0.432 eV
* orbital gap (alpha / beta): 0.276 / 0.276 hartree

Last column: natural (NBO) charge in e.
Positions of all 14 atoms, in Å:
C -1.008 0.119 1.303  -0.564
P -1.829 -0.044 -0.231  0.745
C -0.715 -1.379 -0.883  -0.488
C 0.595 -1.226 -0.630  -0.232
C 1.005 -0.025 0.098  -0.223
C 0.590 1.245 -0.477  -0.256
C -0.691 1.326 -0.774  -0.484
H -1.155 -0.584 2.057  0.187
H -0.960 1.128 1.660  0.209
H -1.039 -2.158 -1.524  0.216
H 1.299 -2.024 -0.804  0.227
H 2.158 -0.107 0.549  0.226
H 1.222 2.082 -0.678  0.225
H -0.967 2.161 -1.363  0.212

Entry x
C6H7P | wB97M-V/def2-TZVPD

Properties
* E_LUMO (alpha / beta): -0.205 / -0.404 eV
* orbital gap (alpha / beta): 0.275 / 0.274 hartree

Last column: natural (NBO) charge in e.
Positions of all 14 atoms, in Å:
C 2.301 -0.920 0.272  -0.354
C 1.694 -0.733 -0.981  -0.211
C 1.667 -1.050 1.419  -0.135
C 0.347 -0.561 -1.226  -0.549
C -2.993 0.516 -0.029  -0.374
C -2.183 -0.342 0.584  -0.494
P -0.665 -1.345 0.017  0.622
H 3.436 -1.077 0.365  0.229
H 2.416 -0.431 -1.697  0.210
H 1.747 -1.304 2.471  0.212
H -0.027 -0.622 -2.258  0.240
H -3.907 0.820 0.448  0.200
H -3.053 0.592 -1.121  0.186
H -2.182 -0.229 1.654  0.217

Entry y
C6H7P | wB97M-V/def2-TZVPD

Properties
* E_LUMO (alpha / beta): -1.379 / -1.492 eV
* orbital gap (alpha / beta): 0.235 / 0.227 hartree

Last column: natural (NBO) charge in e.
Positions of all 14 atoms, in Å:
C 1.974 -0.374 -0.142  -0.147
C 0.688 -0.218 0.502  -0.239
C 2.349 0.204 -1.325  -0.698
C -2.754 -0.343 0.635  -0.362
C -1.683 0.406 0.667  -0.214
C -0.457 0.097 -0.073  -0.189
P 1.578 1.092 -2.600  0.407
H 2.695 -0.739 0.532  0.199
H 0.783 -0.226 1.590  0.207
H 3.419 0.173 -1.290  0.239
H -3.510 -0.292 1.380  0.200
H -2.712 -1.226 0.043  0.183
H -1.780 1.243 1.249  0.200
H -0.590 0.204 -1.167  0.213

Taking the most stable structure as the zero point, the relative energies in hartree are entry w 0.0000; entry x 0.0419; entry y 0.0091.

Entry w
C6H11N4 | wB97M-V/def2-TZVPD

Properties
* net charge: +1
* E_LUMO: -5.395 eV
* orbital gap: 0.297 hartree

Last column: natural (NBO) charge in e.
Positions of all 21 atoms, in Å:
C 3.242 -0.282 0.037  -0.650
C 2.014 0.623 -0.650  -0.265
N 0.918 0.979 0.329  -0.454
N -0.194 0.109 0.195  -0.014
N 0.124 -1.204 0.035  -0.159
C -0.999 -2.177 -0.073  0.009
C -2.624 -1.785 -0.007  -0.137
C -2.898 -0.143 0.164  -0.218
C -1.527 0.812 0.267  0.426
N -1.692 2.328 0.447  -0.763
H 4.189 -0.332 -0.649  0.248
H 2.801 -1.388 0.086  0.221
H 3.473 0.030 1.142  0.224
H 2.540 1.652 -0.948  0.228
H 1.631 0.167 -1.666  0.238
H 1.246 0.996 1.322  0.401
H -0.786 -3.346 -0.194  0.278
H -3.490 -2.570 -0.069  0.287
H -3.968 0.325 0.242  0.278
H -2.748 2.460 0.414  0.401
H -1.249 2.745 -0.424  0.419

Entry x
C6H11N4 | wB97M-V/def2-TZVPD

Properties
* net charge: +1
* E_LUMO: -3.235 eV
* orbital gap: 0.353 hartree

Last column: natural (NBO) charge in e.
Positions of all 21 atoms, in Å:
C 0.499 -2.119 -0.046  -0.377
C 1.889 -1.906 -0.021  0.085
C -0.078 -0.824 -0.145  0.450
C -1.238 1.178 0.270  -0.175
C 0.696 1.401 0.307  0.133
C -2.452 -0.982 -0.117  -0.392
N 2.151 -0.623 0.008  -0.308
N 0.979 0.058 -0.093  -0.214
N -1.300 -0.179 -0.286  -0.399
N 1.340 2.507 -0.422  -0.846
H 0.036 -3.024 -0.350  0.263
H 2.613 -2.711 0.074  0.264
H -1.656 1.228 1.204  0.196
H -1.562 1.952 -0.372  0.211
H 1.053 1.589 1.350  0.206
H -2.751 -0.899 0.866  0.194
H -3.376 -0.594 -0.746  0.226
H -2.187 -1.964 -0.256  0.213
H 1.096 3.431 0.027  0.404
H 1.192 2.554 -1.477  0.394
H 3.057 -0.068 0.225  0.473

Entry y
C6H11N4 | wB97M-V/def2-TZVPD

Properties
* net charge: +1
* E_LUMO: -2.705 eV
* orbital gap: 0.383 hartree

Last column: natural (NBO) charge in e.
Positions of all 21 atoms, in Å:
C 0.043 0.702 -3.772  -0.652
C -0.045 0.391 -2.331  0.222
C 0.677 -0.489 -1.565  -0.351
C 0.087 -0.305 -0.284  0.240
N 0.499 -0.910 1.030  -0.547
C -0.425 -0.624 2.349  0.087
C 0.047 0.379 3.259  -0.265
N 0.343 -1.002 3.458  -0.577
N -0.932 0.638 -0.243  -0.265
N -0.940 1.024 -1.535  -0.306
H -0.124 -0.275 -4.173  0.250
H -0.669 1.496 -4.022  0.239
H 1.133 0.864 -3.960  0.252
H 1.476 -0.999 -1.886  0.242
H 0.546 -1.930 1.102  0.442
H 1.449 -0.613 1.328  0.442
H -1.456 -0.617 1.940  0.267
H 0.816 1.142 3.135  0.227
H -0.834 0.873 3.830  0.223
H -0.084 -1.394 4.283  0.407
H -1.607 1.649 -1.942  0.423

Taking the most stable structure as the zero point, the relative energies in hartree are entry w 0.2322; entry x 0.0000; entry y 0.0050.

Entry w
C3H4O3 | wB97M-V/def2-TZVPD

Properties
* E_LUMO: 0.338 eV
* orbital gap: 0.390 hartree

Last column: natural (NBO) charge in e.
Positions of all 10 atoms, in Å:
O 1.257 0.470 1.585  -0.521
C 1.085 -0.359 0.729  0.416
C 0.317 0.037 -0.479  -0.119
O -0.059 -1.129 -1.119  -0.707
C -0.931 0.733 0.078  0.431
O -2.023 0.287 -0.211  -0.521
H 1.396 -1.394 0.930  0.148
H 0.881 0.748 -1.109  0.215
H -1.109 -1.042 -1.079  0.493
H -0.814 1.648 0.676  0.165

Entry x
C3H4O3 | wB97M-V/def2-TZVPD

Properties
* E_LUMO: 0.295 eV
* orbital gap: 0.381 hartree

Last column: natural (NBO) charge in e.
Positions of all 10 atoms, in Å:
O 2.876 -0.004 -0.235  -0.529
C 1.744 -0.004 -0.330  0.497
O 0.583 2.004 0.103  -0.482
C -0.573 1.713 -0.052  0.275
C -0.597 -1.712 0.191  0.277
O 0.540 -2.011 -0.056  -0.481
H -1.335 2.115 0.632  0.113
H -0.936 1.054 -0.869  0.112
H -0.873 -1.015 1.008  0.106
H -1.428 -2.139 -0.392  0.112

Entry y
C3H4O3 | wB97M-V/def2-TZVPD

Properties
* E_LUMO: 0.573 eV
* orbital gap: 0.374 hartree

Last column: natural (NBO) charge in e.
Positions of all 10 atoms, in Å:
C -0.906 -1.162 0.237  -0.394
C -0.335 0.034 0.470  0.149
O -0.738 0.618 1.709  -0.696
C 0.715 0.632 -0.433  0.747
O 1.260 1.665 -0.224  -0.563
O 1.007 -0.145 -1.528  -0.725
H -1.667 -1.682 0.878  0.233
H -0.514 -1.619 -0.785  0.234
H -0.423 1.477 1.929  0.495
H 1.601 0.182 -2.252  0.519

Taking the most stable structure as the zero point, the relative energies in hartree are entry w 0.0150; entry x 0.0658; entry y 0.0000.

Entry w
C3H4O3 | wB97M-V/def2-TZVPD

Properties
* E_LUMO: 0.908 eV
* orbital gap: 0.416 hartree

Last column: natural (NBO) charge in e.
Positions of all 10 atoms, in Å:
O -1.243 1.307 0.102  -0.689
C -0.563 0.261 -0.478  0.042
C -0.198 -0.971 0.343  0.351
O 0.797 -1.390 -0.465  -0.509
C 0.958 0.175 -0.277  0.314
O 0.906 0.128 1.087  -0.592
H -0.779 1.490 0.936  0.487
H -0.953 0.058 -1.475  0.198
H -0.752 -1.651 0.995  0.204
H 1.801 0.634 -0.800  0.194

Entry x
C3H4O3 | wB97M-V/def2-TZVPD

Properties
* E_LUMO: 0.292 eV
* orbital gap: 0.325 hartree

Last column: natural (NBO) charge in e.
Positions of all 10 atoms, in Å:
O 0.853 -2.085 -1.194  -0.450
C 0.404 -1.050 -0.839  0.573
C 0.285 0.211 -0.459  -0.025
O 0.526 1.380 -1.147  -0.657
C -0.730 0.256 0.653  -0.052
O -0.229 0.301 1.939  -0.703
H 0.991 1.196 -1.971  0.485
H -1.403 1.107 0.533  0.216
H -1.096 -0.894 0.412  0.143
H 0.398 -0.422 2.074  0.471

Entry y
C3H4O3 | wB97M-V/def2-TZVPD

Properties
* E_LUMO: 0.252 eV
* orbital gap: 0.330 hartree

Last column: natural (NBO) charge in e.
Positions of all 10 atoms, in Å:
O -0.867 1.727 -0.568  -0.594
C -0.585 0.454 -0.502  0.386
C -0.299 -0.249 0.757  0.284
O -1.485 -0.742 0.815  -0.634
C 1.436 -0.855 -0.637  0.080
O 0.879 -1.196 0.465  -0.470
H -0.535 2.190 0.219  0.498
H -0.900 -0.114 -1.363  0.221
H 0.085 0.361 1.601  0.125
H 2.271 -1.577 -0.786  0.104

Taking the most stable structure as the zero point, the relative energies in hartree are entry w 0.0321; entry x 0.0000; entry y 0.0846.